1.
C29H37BF9N2O9S | wB97M-V/def2-TZVPD

Geometry (Å):
C: -1.471 7.687 -6.412
C: -0.599 6.699 -6.991
C: -0.257 5.306 -6.245
O: 0.924 5.147 -5.847
O: -1.318 4.383 -6.101
C: -0.804 3.048 -5.730
C: -1.988 2.014 -6.036
C: -1.974 0.715 -5.054
C: -0.847 -0.365 -5.455
C: 0.374 -0.478 -4.421
C: 0.072 -1.383 -3.119
C: 0.643 -0.550 -1.848
N: 0.124 0.776 -1.636
C: 0.460 1.671 -0.565
C: -0.088 3.138 -0.325
C: -1.653 3.346 -0.139
C: -2.543 2.191 0.437
F: -3.915 2.643 0.361
F: -2.547 1.077 -0.499
C: -2.234 1.562 1.856
F: -1.139 0.626 1.862
F: -3.370 0.733 2.170
S: -1.981 2.701 3.310
F: -0.521 3.283 2.760
F: -1.166 1.443 4.109
F: -3.394 2.110 4.035
F: -2.875 3.949 2.687
F: -1.754 3.622 4.684
C: 1.547 1.147 0.445
C: 2.198 -0.267 0.337
B: 3.328 -0.767 1.409
N: 3.120 -1.839 2.416
O: 4.670 -0.174 1.373
C: 1.685 -1.156 -0.868
C: 2.232 -2.670 -1.078
C: 1.047 -3.641 -0.558
O: 1.503 -4.866 0.066
C: 1.286 -4.873 1.479
O: 2.303 -4.702 2.210
C: -0.109 -5.130 2.211
C: -1.406 -4.634 1.402
H: -1.461 7.902 -5.283
H: -2.205 8.300 -7.057
H: -0.159 6.978 -8.014
H: 0.119 2.817 -6.362
H: -0.569 3.122 -4.605
H: -2.037 1.714 -7.148
H: -2.976 2.581 -5.823
H: -2.994 0.200 -5.247
H: -1.982 1.019 -3.951
H: -1.360 -1.366 -5.660
H: -0.392 0.003 -6.455
H: 0.704 0.596 -4.152
H: 1.270 -0.965 -4.956
H: -1.078 -1.385 -2.972
H: 0.490 -2.443 -3.171
H: -0.577 1.112 -2.328
H: 0.211 3.745 -1.269
H: 0.551 3.618 0.512
H: -1.793 4.331 0.454
H: -2.078 3.604 -1.187
H: 1.885 1.822 1.311
H: 3.995 -2.080 2.911
H: 2.402 -1.544 3.095
H: 4.656 0.722 1.779
H: 3.241 -2.850 -0.579
H: 2.369 -2.828 -2.214
H: 0.426 -3.932 -1.472
H: 0.375 -3.011 0.131
H: -0.275 -6.228 2.507
H: -0.085 -4.546 3.204
H: -2.384 -5.099 1.793
H: -1.483 -3.478 1.416
H: -1.278 -4.908 0.284
C: 1.908 -3.716 7.970
C: 1.165 -2.690 8.392
C: 0.400 -1.840 7.436
O: -0.282 -0.922 7.857
C: 0.508 -2.146 6.005
C: 1.254 -3.170 5.583
C: 1.996 -4.037 6.542
O: 2.652 -4.974 6.122
O: 1.365 -3.465 4.256
O: 1.076 -2.379 9.714
H: 2.466 -4.342 8.654
H: -0.038 -1.510 5.320
H: 1.956 -4.246 4.207
H: 0.482 -1.604 9.760

## Properties
HOMO level, eV: -11.024
Net charge: +1
F_max, eV/Å: 5.857
Relative energy (zero: lowest compared OMol25 entry of this formula, charge and spin), kJ/mol: 602.1
Multiplicity: 1

---

2.
C29H37ClN4O4SV | wB97M-V/def2-TZVPD

Geometry (Å):
V: 1.133 -0.052 -0.398
S: 2.104 1.064 1.663
C: 2.835 1.901 0.339
C: 3.607 3.066 0.408
C: 4.105 3.597 -0.762
C: 3.826 2.989 -1.993
C: 3.040 1.862 -1.999
N: 2.571 1.341 -0.855
H: 3.803 3.522 1.369
H: 4.711 4.493 -0.729
H: 4.209 3.393 -2.919
H: 2.766 1.339 -2.905
C: -4.450 0.631 -0.876
C: -4.361 -0.315 -2.039
C: -5.463 -1.051 -2.444
C: -5.382 -1.898 -3.540
Cl: -6.784 -2.798 -4.023
C: -4.204 -2.028 -4.248
C: -3.088 -1.303 -3.853
C: -3.170 -0.454 -2.760
O: -2.114 0.305 -2.302
C: -1.049 0.560 -3.203
C: 0.007 -0.563 -3.238
O: 0.238 -1.182 -4.251
O: 0.664 -0.754 -2.122
H: -5.399 0.509 -0.355
H: -4.375 1.671 -1.206
H: -3.644 0.458 -0.161
H: -6.400 -0.961 -1.908
H: -4.151 -2.693 -5.099
H: -2.161 -1.426 -4.398
H: -0.574 1.471 -2.846
H: -1.423 0.727 -4.213
C: 5.138 -2.065 1.670
N: 3.703 -2.198 1.478
C: 2.903 -2.012 2.679
C: 3.134 -2.423 0.280
N: 1.946 -1.898 -0.008
N: 3.793 -3.172 -0.632
C: 3.441 -3.108 -2.045
C: 4.632 -4.307 -0.257
H: 5.325 -1.140 2.218
H: 5.646 -2.003 0.711
H: 5.552 -2.895 2.247
H: 3.216 -2.743 3.429
H: 1.854 -2.164 2.443
H: 3.034 -1.007 3.082
H: 1.476 -2.452 -0.719
H: 2.692 -3.861 -2.307
H: 4.337 -3.300 -2.632
H: 3.050 -2.129 -2.301
H: 4.527 -4.520 0.802
H: 5.683 -4.128 -0.488
H: 4.301 -5.184 -0.816
C: -3.392 1.637 5.512
C: -2.851 1.714 4.119
C: -2.868 2.912 3.410
C: -2.356 3.004 2.128
C: -2.409 4.326 1.416
C: -1.775 1.855 1.550
C: -1.144 2.003 0.271
O: -0.328 1.209 -0.214
C: -1.775 0.615 2.242
C: -1.272 -0.675 1.646
C: -2.322 0.577 3.510
H: -4.020 2.496 5.745
H: -2.569 1.616 6.230
H: -3.974 0.725 5.656
H: -3.304 3.792 3.868
H: -3.064 5.007 1.956
H: -2.796 4.238 0.399
H: -1.421 4.791 1.362
H: -1.381 2.875 -0.343
H: -1.421 -0.727 0.569
H: -1.803 -1.514 2.091
H: -0.208 -0.815 1.864
H: -2.356 -0.368 4.042

## Properties
HOMO level (alpha / beta), eV: -10.238 / -10.239
Net charge: +1
F_max, eV/Å: 0.962
Relative energy (zero: lowest compared OMol25 entry of this formula, charge and spin), kJ/mol: 53.3
Expectation value of S²: 2.014
Multiplicity: 3

---

3.
C29H37IrN7O4P | wB97M-V/def2-TZVPD

Geometry (Å):
Ir: -0.062 -0.685 0.434
N: 1.167 -2.334 -3.323
C: 0.413 -1.959 -2.318
N: 0.874 -1.267 -1.290
C: 2.248 -0.962 -1.205
N: 2.743 -0.381 -0.147
N: 1.793 -0.174 0.810
C: 2.031 0.386 1.945
C: 0.890 0.455 2.867
C: 1.001 0.911 4.164
C: -0.129 0.904 4.982
C: -1.328 0.441 4.474
C: -1.378 -0.001 3.157
N: -0.303 0.009 2.373
C: 3.093 -1.312 -2.322
C: 4.458 -0.994 -2.363
C: 5.214 -1.371 -3.449
C: 4.631 -2.074 -4.509
C: 3.291 -2.403 -4.489
C: 2.531 -2.018 -3.393
H: 0.746 -2.857 -4.082
H: -0.641 -2.213 -2.339
H: 3.019 0.751 2.204
H: 1.955 1.257 4.538
H: -0.061 1.251 6.005
H: -2.222 0.410 5.080
H: -2.295 -0.368 2.711
H: 4.899 -0.457 -1.535
H: 6.267 -1.127 -3.485
H: 5.238 -2.366 -5.356
H: 2.841 -2.950 -5.309
C: 2.038 -3.400 2.052
C: 0.600 -3.482 1.698
N: -0.180 -2.563 1.128
C: -1.451 -3.099 0.978
C: -1.440 -4.359 1.480
N: -0.161 -4.566 1.917
C: -2.441 -5.471 1.626
O: -3.662 -5.244 1.205
O: -2.051 -6.490 2.120
C: -2.482 -2.269 0.328
O: -3.618 -2.657 0.170
O: -2.022 -1.100 -0.040
H: 2.448 -2.424 1.806
H: 2.605 -4.157 1.508
H: 2.178 -3.583 3.118
H: 0.119 -5.447 2.339
H: -3.795 -4.346 0.825
C: 0.231 4.523 -0.991
C: 0.424 3.272 -0.101
C: 0.688 3.658 1.356
P: -0.974 2.116 -0.257
C: -1.303 1.559 -1.965
C: -2.401 2.407 -2.645
C: -0.016 1.541 -2.797
C: -2.425 2.533 0.756
C: -3.592 1.549 0.623
C: -2.868 3.987 0.476
H: 1.215 4.945 -1.194
H: -0.360 5.276 -0.473
H: -0.242 4.318 -1.949
H: 1.277 2.703 -0.489
H: -0.159 4.185 1.794
H: 1.542 4.335 1.387
H: 0.918 2.799 1.981
H: -1.698 0.545 -1.834
H: -2.158 3.468 -2.660
H: -3.374 2.270 -2.183
H: -2.477 2.074 -3.681
H: 0.308 2.549 -3.051
H: -0.213 1.024 -3.736
H: 0.813 1.040 -2.298
H: -2.027 2.497 1.778
H: -4.219 1.805 -0.229
H: -4.217 1.637 1.512
H: -3.281 0.514 0.515
H: -3.165 4.128 -0.562
H: -2.112 4.723 0.736
H: -3.744 4.178 1.097

## Properties
HOMO level (alpha / beta), eV: -17.063 / -17.077
Net charge: +3
F_max, eV/Å: 0.873
Relative energy (zero: lowest compared OMol25 entry of this formula, charge and spin), kJ/mol: 13.1
Expectation value of S²: 0.784
Multiplicity: 2